Molecular formula: C22H58N2O9P2
Method: DFT, ωB97M-V/def2-TZVPD

For the LUMO energy, the calculation gives 0.5 eV. The orbital gap comes out at 8.7 eV. The SMILES is COCCCCP(CN)[PH2]=N.COCCOC.COCCOC.COCCOC.COCCOC. As for the spin multiplicity: 1. The calculation puts the electronic energy at -63732.764 eV. For the HOMO energy, the calculation gives -8.167 eV.

```
93
Properties=species:S:1:pos:R:3:forces:R:3:lowdin_charge:R:1
H 5.387261 -2.058009 0.931807 0.0 0.0 0.0 0.117
H 2.160273 0.355394 -0.779559 0.0 0.0 0.0 0.030
H -4.376895 5.521417 6.093533 0.0 0.0 0.0 0.089
C -3.318964 1.904148 5.694473 0.0 0.0 0.0 -0.112
H -4.076277 2.543876 6.154203 0.0 0.0 0.0 0.085
C -6.905894 0.738386 -1.831264 0.0 -0.1 0.0 -0.210
H -5.347009 0.615048 -0.382342 0.0 0.0 0.0 0.121
H -6.045833 0.283092 -4.242838 0.0 0.0 0.0 0.082
H 2.321066 -3.373219 -2.945028 0.0 0.1 0.0 0.119
O -0.485109 -1.121630 2.783733 0.1 -0.1 0.1 -0.182
O -4.502826 0.753989 -2.230506 0.0 -0.1 0.0 -0.208
H 0.684020 -2.047300 4.895600 0.0 0.0 0.0 0.083
N 1.722813 1.266989 -0.743238 0.0 0.0 0.0 -0.042
H 0.513675 -1.350876 1.028825 0.0 0.0 0.0 0.100
H 1.211293 0.815497 -4.747057 0.0 0.0 -0.1 -0.038
H 1.984061 1.404104 -2.871545 0.0 0.0 0.1 0.027
H -1.175475 0.834199 2.974252 0.0 0.0 0.0 0.086
C -4.031927 1.817971 -3.046089 0.0 0.0 -0.1 -0.127
C 6.320479 -3.207780 -1.909019 0.0 0.0 0.0 -0.115
H 1.435799 -1.519171 -1.243628 0.0 -0.1 0.1 0.076
N -1.161203 1.032145 -5.609232 -0.2 0.0 0.1 -0.367
H -2.365224 2.057694 6.197267 0.0 0.0 0.0 0.091
C -7.058579 0.690308 -4.197214 0.0 0.0 0.0 -0.111
H 1.660885 -2.734252 2.700616 0.0 0.0 0.0 0.128
H 0.922384 0.124881 1.910163 0.0 0.0 0.0 0.122
O -3.126957 2.219310 4.329424 0.0 0.1 0.0 -0.208
H -3.972925 6.122166 4.472249 0.0 0.0 0.0 0.089
C 0.846128 -2.280931 -1.760853 0.1 0.1 0.0 -0.172
H -1.609454 0.373719 -6.231461 0.1 0.0 0.0 -0.052
H 6.324458 -2.784954 -2.912466 0.0 0.0 0.0 0.083
H 1.968164 -1.305740 5.878903 0.0 0.0 0.0 0.089
C 1.885274 -1.663636 2.623114 0.0 0.0 0.0 -0.202
H 7.596126 -2.134936 1.932109 0.0 0.0 0.0 0.127
O 2.265142 -1.145668 3.884015 0.0 0.0 0.0 -0.185
C 0.695778 -0.940236 2.027156 0.0 0.0 -0.1 -0.214
H 7.508783 -0.818993 0.750604 0.0 0.0 0.0 0.127
H 9.687090 -0.771518 -0.366921 0.0 0.0 0.0 0.089
H -0.303311 -0.119207 -0.539063 -0.1 0.0 0.0 0.035
C -4.327399 2.306449 3.583078 0.0 -0.1 0.0 -0.202
C 1.761049 -1.884081 4.980128 0.0 0.0 0.0 -0.110
H -1.913659 -0.203424 -1.238543 0.1 0.0 0.0 0.054
H -3.387662 1.385881 -3.810840 0.0 0.0 0.0 0.058
C 1.286527 1.685227 -2.073147 0.1 -0.1 -0.1 -0.494
C 1.563090 -2.589279 -3.074792 -0.1 0.0 -0.1 -0.226
H 3.755049 -0.183722 -3.494357 0.0 0.0 0.0 0.093
O 5.984581 -2.163037 -1.014656 0.0 0.1 0.0 -0.202
H -3.434650 2.522985 -2.460269 0.0 0.0 0.0 0.071
O -7.273257 1.428753 -3.009656 0.0 0.0 0.0 -0.188
H -5.498674 2.207771 -1.145681 0.0 0.0 0.0 0.126
H -5.126387 1.743813 4.078982 0.0 0.0 0.0 0.128
H 6.203491 -3.567114 0.491678 0.0 0.0 0.0 0.128
C 7.514887 -1.908899 0.865010 0.0 0.1 0.0 -0.205
H 5.578911 -4.013799 -1.866972 0.0 0.0 0.0 0.090
H 1.233730 2.775101 -2.069158 0.0 0.0 -0.1 0.061
C -0.851480 -0.332782 -1.462641 0.0 -0.1 0.0 -0.406
H 0.881477 -3.162367 -1.113963 0.0 0.0 -0.1 0.114
H -6.940154 -0.345182 -1.995757 0.0 0.0 0.0 0.126
C 9.186952 -1.646120 -0.797064 0.0 0.0 0.0 -0.110
H -3.619767 0.857475 5.819386 0.0 0.0 0.0 0.088
H -3.119266 4.707963 5.132506 0.0 0.0 0.0 0.082
H 0.004269 -0.969724 -4.556404 0.0 0.1 -0.1 -0.038
H 4.164147 -1.911384 -3.362501 -0.1 0.0 0.0 0.077
H 9.923627 -2.242695 -1.332217 0.0 0.0 0.0 0.090
C -0.825981 -0.003174 3.584450 0.0 0.0 0.0 -0.103
H 0.846049 -2.950317 -3.818776 0.1 0.0 0.1 0.114
H -0.962128 -1.933073 -2.914271 0.0 -0.1 0.1 0.081
H 2.260323 -2.856170 5.063285 0.0 0.0 0.0 0.088
O -5.103278 4.382996 4.587041 0.0 0.0 0.0 -0.188
C -0.605597 -1.785248 -1.889591 0.0 0.1 -0.1 -0.243
H -1.250247 -2.412356 -1.267850 0.0 0.0 0.0 0.108
C -5.528134 1.127970 -1.333009 0.0 0.1 0.0 -0.214
H 7.306900 -3.622966 -1.691074 0.0 0.0 0.0 0.086
P -0.138559 0.431223 -4.592723 0.0 -0.1 0.1 0.533
H -4.853980 2.353445 -3.527492 0.0 0.0 0.0 0.084
H -3.982224 4.292849 2.848056 0.0 0.0 0.0 0.127
H 2.738839 -1.546316 1.946833 0.0 0.0 0.0 0.115
C 6.210871 -2.480835 0.348502 0.0 -0.1 0.0 -0.200
H 2.424922 1.906056 -0.388513 -0.1 0.0 0.0 0.071
O 8.640257 -2.468769 0.215443 0.0 -0.1 0.0 -0.188
H -5.661162 3.740229 2.736904 0.0 0.0 0.0 0.126
O 2.164925 -1.437924 -3.656005 0.0 0.0 0.2 -0.254
H -1.639910 -0.313212 4.237531 0.0 0.0 0.0 0.085
H 3.395695 -1.083671 -2.003081 0.0 0.0 0.0 0.072
P -0.469491 1.148635 -2.522756 0.1 0.2 0.0 0.867
H -7.776210 -0.133545 -4.282194 0.0 0.0 0.0 0.088
H 8.421159 -1.303671 -1.497816 0.0 0.0 0.0 0.082
C -4.082196 5.223139 5.088854 0.0 0.0 0.0 -0.111
H -7.641381 0.985792 -1.059962 0.0 0.0 0.0 0.124
C 3.427883 -1.144261 -3.096116 0.1 0.0 0.0 -0.102
H -4.146479 1.846434 2.606561 0.0 0.0 0.0 0.123
H -7.207402 1.374019 -5.031046 0.0 0.0 0.0 0.090
C -4.770049 3.739341 3.371484 0.0 0.0 0.0 -0.206
H 0.020066 0.329295 4.192459 0.0 0.0 0.0 0.090
```
Forces are in eV/Å.

=====

Molecular formula: C3H15B3FO3Tl
Method: DFT, ωB97M-V/def2-TZVPD

For the relative energy (zero: lowest compared OMol25 entry of this formula, charge and spin), the calculation gives 0.000 eV. For the LUMO energy, the calculation gives -5.5 eV. The orbital gap comes out at 5.2 eV. As for the spin multiplicity: 1. The calculation puts the electronic energy at -18925.296 eV. For the HOMO energy, the calculation gives -10.681 eV.

```
26
Properties=species:S:1:pos:R:3:forces:R:3:lowdin_charge:R:1
O -2.550733 0.579963 1.818074 -1.8 0.1 -0.7 0.139
F -2.985177 2.864483 1.867445 -0.1 0.1 -0.9 0.101
H 2.257630 0.873008 0.527512 -0.9 2.3 -1.2 -0.031
B 0.893170 -3.195962 -2.608856 -0.9 2.0 2.2 -0.334
B 2.750326 -0.010945 1.095222 -0.9 -2.1 -2.6 -0.352
O -0.753800 1.335482 2.664319 2.8 -0.8 1.7 0.087
O -0.576366 -0.270315 1.080484 -0.6 0.3 0.4 0.102
H 1.166503 0.132828 -3.722470 2.3 -0.4 -0.6 -0.055
H -0.104198 -2.650595 -2.602434 -1.8 0.5 -0.3 -0.065
H -2.110477 1.189679 4.423885 1.3 -0.7 0.1 0.140
H 0.086475 1.371884 -2.768433 -0.2 1.9 1.2 -0.053
C -2.927769 1.741897 2.586834 0.9 -1.0 1.8 -0.278
C -1.720795 1.781105 3.593839 -2.7 0.9 -2.1 -0.034
H -0.568390 -0.330748 -3.317175 -1.6 -1.5 0.4 -0.039
Tl 1.232899 -0.704893 -1.225336 0.2 -0.2 -0.9 1.343
H 1.057312 -4.093111 -3.298960 0.8 -1.4 -1.2 0.033
H 1.943739 -0.792438 1.319640 -1.4 -1.4 1.1 -0.067
H 1.711305 -2.456430 -2.976511 1.8 1.7 -1.3 -0.034
H -0.269316 0.918425 -4.599176 -0.6 0.6 -1.8 0.034
B 0.108882 0.563072 -3.577905 1.0 -1.1 2.9 -0.354
H -3.884035 1.533621 3.062852 -0.1 0.0 -0.3 0.165
H 3.540243 -0.551626 0.466949 1.7 -0.7 -1.1 -0.051
H 1.173400 -3.511373 -1.538906 0.2 -1.1 2.0 -0.036
H -1.499768 2.794617 3.913963 0.2 -0.1 -0.1 0.143
C -1.225573 0.430900 1.806534 0.1 1.1 -0.4 -0.538
H 3.254514 0.457473 2.008608 0.4 1.1 1.6 0.034
```
Forces are in eV/Å.